Entry 1:
16
Properties=species:S:1:pos:R:3:nbo_charge:R:1 method="wB97M-V/def2-TZVPD" de_lowest_kcal_mol=117.4 homo_energy_ha=-0.245 gap_ev=7.7 total_charge=0
C 1.31 -1.08 -0.91 -0.639
C 0.93 -0.05 0.11 -0.449
C 0.54 1.36 -0.22 -0.081
O -0.07 1.39 1.21 -0.557
C -0.35 -0.13 0.93 0.103
C -1.75 -0.26 0.34 -0.666
H 1.55 -2.03 -0.42 0.211
H 2.22 -0.76 -1.43 0.214
H 0.54 -1.29 -1.68 0.170
H 0.88 1.08 1.55 0.499
H -0.35 1.60 -0.84 0.154
H 1.29 2.14 -0.35 0.191
H -0.32 -0.66 1.89 0.187
H -2.52 0.09 1.03 0.223
H -1.92 -1.33 0.17 0.227
H -1.87 0.25 -0.62 0.213

=====

Entry 2:
16
Properties=species:S:1:pos:R:3:nbo_charge:R:1 method="wB97M-V/def2-TZVPD" de_lowest_kcal_mol=84.4 homo_energy_ha=-0.327 gap_ev=9.9 total_charge=0
C 1.65 -0.44 0.44 -0.632
C 0.49 -0.29 1.42 -0.245
C -0.94 -0.69 1.16 -0.245
C -0.71 0.58 1.25 -0.130
H 2.42 0.32 0.64 0.206
H 2.13 -1.42 0.56 0.214
H 1.37 -0.36 -0.62 0.189
H 0.85 -0.40 2.44 0.166
H -1.68 -1.47 1.19 0.221
H -1.10 1.58 1.37 0.229
C -0.95 0.18 -1.80 -0.257
O -0.64 1.36 -1.07 -0.714
H -0.65 0.32 -2.84 0.170
H -2.04 0.04 -1.74 0.188
H -0.49 -0.75 -1.43 0.171
H 0.31 1.42 -0.95 0.470

=====

Entry 3:
16
Properties=species:S:1:pos:R:3:nbo_charge:R:1 method="wB97M-V/def2-TZVPD" de_lowest_kcal_mol=122.2 homo_energy_ha="-0.265 / -0.256" gap_ev="8.1 / 7.8" total_charge=0
C 2.70 -0.21 -0.21 -0.213
O 1.50 0.28 -0.42 -0.351
C 0.38 -0.17 0.04 0.121
C -0.85 0.57 -0.29 -0.299
C -2.14 0.15 0.37 -0.408
C -1.95 -0.09 -1.10 -0.411
H 2.17 0.15 1.83 -0.007
H 2.79 -1.25 0.06 0.159
H 3.48 0.32 -0.75 0.180
H 0.37 -1.19 0.43 0.166
H 1.42 0.17 2.00 -0.034
H -0.69 1.63 -0.45 0.231
H -2.82 0.93 0.68 0.220
H -2.10 -0.71 1.04 0.214
H -1.78 -1.11 -1.43 0.214
H -2.50 0.53 -1.80 0.218

=====

Entry 4:
16
Properties=species:S:1:pos:R:3:nbo_charge:R:1 method="wB97M-V/def2-TZVPD" de_lowest_kcal_mol=70.1 homo_energy_ha=-0.334 gap_ev=10.0 total_charge=0
C 1.99 0.01 0.48 -0.668
C 0.89 0.53 -0.42 0.152
C 0.03 -0.39 -1.18 -0.504
C -1.52 -0.29 -0.38 -0.348
C -1.29 0.16 1.02 -0.092
O -0.39 1.18 1.03 -0.629
H 2.12 0.73 1.29 0.248
H 2.96 -0.13 -0.01 0.225
H 1.69 -0.95 0.91 0.216
H 1.04 1.53 -0.83 0.208
H -0.19 -0.06 -2.21 0.230
H 0.34 -1.44 -1.14 0.219
H -2.17 -1.18 -0.40 0.210
H -1.94 0.54 -0.96 0.199
H -1.15 -0.64 1.77 0.145
H -2.40 0.41 1.04 0.189

=====

Entry 5:
16
Properties=species:S:1:pos:R:3:nbo_charge:R:1 method="wB97M-V/def2-TZVPD" de_lowest_kcal_mol=74.7 homo_energy_ha=-0.354 gap_ev=10.7 total_charge=0
C -1.96 -0.75 0.00 -0.190
C -2.47 0.29 -0.58 -0.200
C -2.20 0.43 0.89 -0.434
H -1.58 -1.76 -0.06 0.243
H -2.87 0.77 -1.45 0.227
H -3.02 0.41 1.61 0.180
H -1.35 1.03 1.23 0.174
C 2.33 0.65 -0.22 -0.634
C 1.52 -0.58 0.17 -0.064
O 0.86 -1.16 -0.93 -0.723
H 2.88 1.06 0.64 0.211
H 1.67 1.44 -0.60 0.199
H 3.05 0.39 -1.01 0.213
H 2.18 -1.35 0.56 0.175
H 0.80 -0.32 0.97 0.156
H 0.16 -0.55 -1.21 0.468

=====

Entry 6:
16
Properties=species:S:1:pos:R:3:nbo_charge:R:1 method="wB97M-V/def2-TZVPD" de_lowest_kcal_mol=80.9 homo_energy_ha=-0.301 gap_ev=9.3 total_charge=0
C -1.50 -1.73 0.78 -0.605
C -0.65 -0.96 -0.20 -0.435
C 0.92 1.02 -1.16 0.270
C 1.05 2.47 -0.84 -0.772
C 0.72 -0.67 0.43 -0.058
O 1.39 0.47 -0.07 -0.515
H -1.70 -1.12 1.67 0.200
H -1.00 -2.64 1.11 0.202
H -2.46 -1.99 0.33 0.215
H -1.21 -0.05 -0.47 0.220
H -0.56 -1.51 -1.14 0.219
H 1.61 3.08 -1.53 0.237
H 0.01 2.80 -0.96 0.245
H 1.38 2.60 0.20 0.205
H 1.42 -1.50 0.39 0.190
H 0.59 -0.37 1.48 0.183

=====

Entry 7:
16
Properties=species:S:1:pos:R:3:nbo_charge:R:1 method="wB97M-V/def2-TZVPD" de_lowest_kcal_mol=20.6 homo_energy_ha=-0.294 gap_ev=8.9 total_charge=0
C 0.80 1.54 0.68 -0.647
C 0.04 0.28 0.34 -0.140
C -0.15 -0.64 1.50 -0.625
C -0.27 -0.05 -0.92 0.326
C -0.46 -1.42 -1.49 -0.667
O -0.44 0.95 -1.83 -0.676
H 1.11 2.14 -0.18 0.212
H 1.73 1.21 1.17 0.220
H 0.28 2.19 1.40 0.208
H 0.81 -1.03 1.85 0.203
H -0.81 -1.47 1.25 0.215
H -0.60 -0.11 2.35 0.213
H 0.05 -2.15 -0.85 0.221
H -1.52 -1.67 -1.57 0.223
H -0.04 -1.47 -2.50 0.234
H -0.52 1.69 -1.21 0.479

=====

Entry 8:
16
Properties=species:S:1:pos:R:3:nbo_charge:R:1 method="wB97M-V/def2-TZVPD" de_lowest_kcal_mol=24.4 homo_energy_ha=-0.351 gap_ev=10.7 total_charge=0
C -2.00 0.18 0.41 -0.643
C -0.98 -0.62 -0.39 0.105
C 0.30 -1.05 0.36 -0.448
C 1.03 -0.15 -0.64 0.107
C 1.75 1.05 -0.05 -0.630
O -0.21 0.21 -1.28 -0.534
H -2.99 -0.29 0.43 0.213
H -1.68 0.33 1.44 0.205
H -2.11 1.17 -0.05 0.232
H -1.47 -1.42 -0.96 0.172
H 0.58 -2.10 0.34 0.215
H 0.34 -0.68 1.39 0.200
H 1.68 -0.69 -1.34 0.169
H 2.26 1.64 -0.81 0.216
H 1.01 1.69 0.45 0.213
H 2.48 0.72 0.69 0.210